No. 1
The following is a quantum chemistry calculation of a cluster of 5 separate species, C15H16Cl16O4 in total in a non-equilibrium geometry, from the Open Molecules 2025 dataset.

Structure (XYZ):
```
51
Properties=species:S:1:pos:R:3:forces:R:3
C -0.65339 -1.26472 3.02871 -0.40 0.36 -0.66
C -1.80368 -0.31781 2.63609 0.24 0.14 0.30
C -1.34334 0.91794 1.85159 -0.54 -0.99 -0.05
C -0.66105 0.48901 0.56127 0.37 0.06 -0.07
C 0.09663 1.53781 -0.17339 0.41 0.42 -0.42
C -0.14064 2.81235 -0.48400 -0.52 -0.24 0.26
C -1.28182 3.70364 -0.15502 0.23 0.97 -0.14
C -0.83177 4.82635 0.82334 0.23 -0.98 0.01
C -1.05504 4.45049 2.27583 -0.12 0.28 0.02
O -1.14699 5.64690 3.03261 0.13 0.15 -0.10
C 0.99265 3.32602 -1.31339 -0.88 0.66 0.18
O 1.05332 4.41303 -1.80841 0.56 -0.61 0.01
O 1.92600 2.33316 -1.43741 0.17 0.05 -0.17
C 1.42046 1.22389 -0.78670 0.32 -1.43 0.24
O 1.99817 0.17199 -0.76272 -0.17 0.94 -0.04
H 0.29153 -0.75530 2.85802 0.25 0.01 0.35
H -0.63522 -2.13600 2.38348 0.02 -0.28 0.04
H -0.74787 -1.57112 4.06112 0.16 -0.17 0.16
H -2.58036 -0.81800 2.06381 -0.04 -0.27 -0.10
H -2.28653 0.02137 3.54866 -0.16 0.15 0.09
H -0.70827 1.50899 2.50035 0.20 0.33 -0.09
H -2.25382 1.44526 1.59137 0.01 0.59 0.14
H 0.04510 -0.31569 0.74477 0.11 -0.14 0.08
H -1.40622 0.06172 -0.10805 -0.17 -0.05 -0.14
H -2.14956 3.16475 0.20114 -0.07 -0.20 0.19
H -1.58798 4.21796 -1.06272 0.00 -0.10 -0.30
H -1.27602 5.78300 0.57707 -0.26 -0.01 0.21
H 0.24150 4.91578 0.69026 0.15 0.53 -0.11
H -0.20810 3.84751 2.60697 0.02 -0.16 0.16
H -1.96553 3.86451 2.40466 -0.16 -0.11 -0.06
H -1.08763 5.42889 3.96311 0.00 -0.01 0.19
C 1.80339 -2.89352 -2.79161 0.03 0.09 0.09
Cl 1.04637 -1.41211 -3.38307 -0.05 -0.01 -0.11
Cl 1.72532 -4.12965 -4.05225 -0.03 0.01 0.02
Cl 3.48905 -2.57349 -2.38281 -0.04 -0.03 -0.01
Cl 0.94185 -3.44599 -1.34519 0.02 0.07 -0.07
C -0.27092 7.52431 -3.10835 0.05 -0.05 -0.02
Cl -1.01790 8.97602 -3.78735 0.00 0.00 0.01
Cl -0.29946 6.23170 -4.31061 -0.02 0.03 0.01
Cl 1.39741 7.87562 -2.65511 -0.04 -0.01 0.00
Cl -1.17410 7.01665 -1.67455 -0.01 0.15 -0.14
C -0.23283 -7.53304 -2.66185 -0.12 -0.02 -0.09
Cl 1.14884 -6.85978 -1.80895 -0.03 -0.24 0.10
Cl -0.92242 -8.93213 -1.79867 0.00 0.26 -0.20
Cl -1.47969 -6.28923 -2.80981 -0.03 0.00 -0.01
Cl 0.27384 -8.05144 -4.27324 0.00 -0.01 0.00
C 2.66156 -9.68924 1.30636 -0.02 -0.02 0.01
Cl 3.26779 -11.34954 1.31356 -0.01 0.03 0.00
Cl 1.21661 -9.58735 0.29653 0.24 -0.11 0.23
Cl 2.26623 -9.19930 2.95842 0.01 -0.01 -0.02
Cl 3.90450 -8.61215 0.65608 -0.02 -0.01 0.00
```
Forces are in eV/Å.

Calculated values
F_max	1.5	eV Å⁻¹
orbital gap	0.363	hartree
2S+1	1

Okay, here come the Löwdin numbers, in e, for every atom: -0.094 -0.249 -0.207 -0.120 -0.049 -0.071 -0.106 -0.165 -0.272 -0.055 -0.381 0.134 0.166 -0.379 0.116 0.070 0.068 0.067 0.105 0.099 0.110 0.099 0.104 0.143 0.109 0.097 0.061 0.114 0.115 0.109 0.082 -2.039 0.544 0.512 0.544 0.497 -2.043 0.522 0.536 0.539 0.576 -2.029 0.493 0.491 0.521 0.528 -2.048 0.523 0.475 0.521 0.518



No. 2
The following is a quantum chemistry calculation of a structure of composition C15H16F6N4O3PtS, from the Open Molecules 2025 dataset.

Structure (XYZ):
```
46
Properties=species:S:1:pos:R:3:forces:R:3
Pt 0.02949 -0.14243 0.08715 -0.35 -0.36 -0.34
N -2.07753 -3.47552 1.67546 -0.06 0.01 -0.05
C -1.38062 -2.63285 0.88100 -0.11 -0.06 -0.04
S -2.17970 -1.20060 0.29912 -0.02 0.14 -0.05
N -0.17541 -3.00085 0.54004 0.26 -0.02 0.15
N 0.42848 -2.06642 -0.25205 0.47 0.35 0.76
C 1.37183 -2.41132 -1.04512 -0.22 -0.08 -0.44
C 1.81581 -1.58074 -2.14928 0.12 0.07 0.14
C 2.90434 -2.00814 -2.91522 0.05 -0.03 0.04
C 3.28620 -1.34724 -4.06369 0.01 -0.01 0.00
C 2.54375 -0.24516 -4.48005 -0.02 0.00 0.00
C 1.45624 0.19207 -3.74947 -0.02 0.01 -0.01
C 1.07437 -0.44531 -2.56012 -0.14 -0.12 -0.06
O 0.01359 0.02619 -1.91633 0.04 0.18 0.07
H -2.90875 -3.11942 2.11076 0.03 0.03 0.04
H -1.55484 -4.18176 2.16588 0.00 -0.03 -0.03
H 1.72820 -3.43238 -0.95340 -0.15 -0.08 -0.17
H 3.44511 -2.88937 -2.58849 0.01 0.01 -0.02
H 4.13342 -1.68859 -4.64192 0.00 -0.01 0.02
H 2.81681 0.27337 -5.39084 -0.01 0.01 0.01
H 0.85953 1.03386 -4.07916 0.01 0.00 0.00
N 0.12840 3.91401 -0.35121 0.02 0.03 -0.06
C 0.39905 2.61816 -0.24808 0.04 -0.11 0.07
O -0.45689 1.85967 0.26746 -0.04 0.08 -0.17
C 1.71207 2.05610 -0.70431 -0.06 0.05 0.02
C 1.91113 0.72956 0.02298 -0.01 -0.17 0.17
H -0.78520 4.24875 -0.08968 0.00 -0.01 0.01
H 0.77990 4.54324 -0.78419 0.01 0.01 0.03
H 2.52049 2.77115 -0.53101 -0.02 0.05 0.01
H 1.63484 1.90418 -1.78532 0.02 0.02 0.05
H 2.21526 0.90303 1.05201 0.02 -0.08 -0.01
H 2.65634 0.09930 -0.45454 -0.01 0.06 -0.07
C 0.83799 1.55736 3.19599 0.04 -0.05 -0.01
C 0.16806 0.18052 3.20414 -0.17 -0.02 -0.01
O 0.17924 -0.56898 2.05424 0.30 0.10 -0.01
C 0.93292 -0.69760 4.22678 -0.03 -0.01 0.01
F 1.06024 -0.10190 5.42730 -0.02 0.03 0.04
F 0.35057 -1.88085 4.43186 -0.03 -0.06 -0.01
F 2.17501 -0.93240 3.77937 0.08 0.01 -0.04
C -1.30115 0.37302 3.66384 0.00 0.04 0.03
F -1.39472 0.91267 4.89616 0.03 0.03 0.05
F -1.99646 -0.76382 3.68289 -0.01 -0.08 -0.01
F -1.92677 1.21570 2.82599 -0.02 0.03 -0.08
H 1.90117 1.44605 2.99395 0.00 0.01 0.02
H 0.72003 2.04406 4.16274 -0.01 -0.01 -0.01
H 0.38027 2.17745 2.43435 -0.03 0.05 -0.03
```
Forces are in eV/Å.

Calculated values
F_max	1.0	eV Å⁻¹
orbital gap	0.276	hartree
2S+1	1

Okay, here come the Löwdin numbers, in e, for every atom: 1.373 0.093 -0.859 0.628 0.012 -0.189 -0.039 -0.169 -0.042 -0.093 -0.077 -0.025 -0.365 -0.228 0.082 0.103 0.142 0.115 0.100 0.105 0.119 0.222 -0.473 -0.107 -0.146 -0.212 0.134 0.124 0.127 0.107 0.049 0.071 0.018 -0.428 -0.299 -0.566 0.146 0.168 0.154 -0.568 0.146 0.149 0.136 0.088 0.101 0.073



No. 3
The following is a quantum chemistry calculation of a structure of composition C15H16IrN7O3S2 in a non-equilibrium geometry, from the Open Molecules 2025 dataset.

Structure (XYZ):
```
44
Properties=species:S:1:pos:R:3:forces:R:3
Ir -0.95157 0.00915 0.21479 -0.21 0.26 0.27
N -4.24864 -2.27950 1.14628 0.01 -0.02 0.01
C -4.80727 -1.85223 -0.03392 -0.03 0.01 0.01
C -3.90447 -1.01030 -0.60889 -0.02 0.15 0.04
N -2.81176 -0.91922 0.21577 0.03 -0.21 0.10
C -3.04649 -1.70019 1.26299 0.04 0.01 -0.04
C -1.96073 -1.76586 2.21192 -0.06 0.04 -0.01
N -0.88094 -1.06196 1.87370 -0.05 -0.05 -0.02
C 0.06686 -1.22726 2.85372 0.01 0.06 0.01
C -0.46822 -2.03792 3.80247 0.01 -0.03 0.02
N -1.74134 -2.36157 3.38600 0.02 -0.02 -0.03
H -4.68383 -2.91742 1.79533 0.00 0.01 0.01
H -5.78842 -2.16397 -0.34643 0.01 0.00 0.00
H -3.99372 -0.43817 -1.51609 0.02 -0.03 -0.02
H 1.02681 -0.74607 2.82204 -0.01 0.00 -0.02
H -0.05796 -2.40686 4.72570 -0.01 0.01 0.00
H -2.38727 -2.94263 3.89864 0.00 0.00 0.00
O 0.26857 1.75537 2.45392 0.03 -0.05 -0.01
C 0.95754 1.87954 1.46661 -0.24 0.07 -0.05
N 0.57881 1.29984 0.24637 0.51 -0.39 -0.27
S 1.76088 1.47439 -0.92669 -0.40 0.62 0.42
O 2.38803 0.19091 -1.15683 0.64 0.16 0.58
O 1.18710 2.12206 -2.06663 0.10 -0.10 -0.04
C 2.77274 2.50785 0.05514 0.10 -0.04 -0.02
C 3.94426 3.13445 -0.31558 -0.02 0.01 0.01
C 4.58887 3.87893 0.66618 0.00 0.02 0.01
C 4.06755 3.98435 1.95413 0.03 0.00 -0.03
C 2.87934 3.35581 2.30147 -0.05 0.00 -0.04
C 2.23574 2.61000 1.32887 -0.02 0.04 0.04
H 4.34266 3.05769 -1.31766 0.01 -0.01 0.00
H 5.51141 4.38798 0.42281 0.00 0.00 0.00
H 4.59705 4.57148 2.69175 -0.01 0.01 0.00
H 2.45393 3.44903 3.29132 0.01 -0.01 0.00
C -1.09021 -1.64325 -4.74988 0.03 -0.05 0.02
N -1.07920 -1.84850 -3.30295 -0.14 -0.04 0.05
C -0.10157 -1.44450 -2.51679 0.44 0.14 -0.27
N 0.94373 -0.79980 -2.97019 -0.84 -0.56 -0.63
S -0.15366 -1.88369 -0.79270 -0.08 0.04 -0.11
H -1.98379 -2.10305 -5.15871 -0.01 0.01 0.00
H -0.21865 -2.11421 -5.20717 0.00 0.01 0.00
H -1.10279 -0.57790 -4.98311 0.00 -0.01 0.00
H -1.80432 -2.39756 -2.86929 -0.01 0.00 -0.03
H 1.03199 -0.53342 -3.94097 -0.10 -0.03 -0.03
H 1.66295 -0.49184 -2.30744 0.23 -0.02 0.06
```
Forces are in eV/Å.

Calculated values
F_max	1.2	eV Å⁻¹
orbital gap	0.259	hartree
total charge	+2
2S+1	1

Okay, here come the Löwdin numbers, in e, for every atom: 1.201 0.162 -0.013 -0.071 -0.114 -0.245 -0.224 -0.107 -0.042 0.005 0.168 0.186 0.141 0.126 0.134 0.145 0.188 0.080 -0.494 -0.271 0.680 -0.306 -0.261 -0.220 -0.002 -0.019 -0.017 0.031 -0.134 0.134 0.125 0.124 0.135 -0.021 -0.017 -0.713 0.180 0.755 0.103 0.107 0.104 0.127 0.138 0.014



No. 4
The following is a quantum chemistry calculation of the molecule C15H16N2O2S in a non-equilibrium geometry, from the Open Molecules 2025 dataset.

Structure (XYZ):
```
36
Properties=species:S:1:pos:R:3:forces:R:3
O -3.36094 2.89315 0.44393 -0.07 0.16 0.04
C -2.42391 2.19946 0.11568 0.30 0.04 -0.02
N -2.64947 0.94436 -0.36924 -0.82 0.03 -0.08
C -1.83603 -0.10172 -0.72903 0.95 -0.35 -0.04
N -2.35920 -1.18497 -1.19860 -0.86 0.55 0.14
C -1.42300 -2.13139 -1.44219 0.87 -0.01 0.03
C -0.14091 -1.78839 -1.15373 -0.39 0.06 -0.07
S -0.09959 -0.15913 -0.54093 -0.44 -0.72 -0.29
C 1.09855 -2.61174 -1.26090 0.00 0.11 0.21
C 1.56534 -2.99625 0.12174 0.16 -0.12 -0.09
C 1.14893 -4.18611 0.70189 0.06 0.04 -0.02
C 1.54370 -4.51548 1.98670 -0.04 -0.07 0.04
C 2.35433 -3.65465 2.70644 0.03 -0.02 0.10
C 2.76777 -2.46262 2.13627 0.04 0.07 0.07
C 2.37395 -2.13513 0.85133 -0.01 -0.09 -0.03
H 2.69355 -1.20209 0.40914 0.08 0.10 -0.05
H 3.39916 -1.78629 2.69374 0.05 0.05 0.05
H 2.66219 -3.91143 3.70924 0.03 -0.02 0.07
H 1.21639 -5.44582 2.42730 -0.02 -0.07 0.04
H 0.51281 -4.85819 0.14373 -0.07 -0.07 -0.07
H 1.87780 -2.03801 -1.76774 0.03 -0.13 -0.08
H 0.87669 -3.50423 -1.84872 0.04 0.06 -0.03
H -1.74200 -3.07426 -1.84741 0.06 -0.23 -0.10
H -3.63429 0.71409 -0.47666 0.19 0.08 0.06
C -0.96515 2.65943 0.19678 -0.12 0.23 0.37
O -0.35947 2.49322 -1.08027 -0.16 0.03 0.06
C 0.00207 3.75987 -1.60932 0.16 0.47 -0.18
H -0.21284 3.75136 -2.67989 0.05 0.01 0.08
H 1.08022 3.91431 -1.46240 -0.10 0.00 -0.05
C -0.80599 4.79300 -0.82984 0.08 -0.23 -0.07
H -0.33223 5.77129 -0.82258 -0.01 0.06 -0.02
H -1.80992 4.88054 -1.24560 -0.01 0.04 -0.02
C -0.87216 4.14524 0.55091 -0.05 -0.12 -0.04
H -1.73999 4.46116 1.12463 0.07 -0.01 0.04
H 0.03717 4.34279 1.11800 0.02 -0.03 0.01
H -0.44354 2.02463 0.92761 -0.06 0.10 -0.06
```
Forces are in eV/Å.

Calculated values
F_max	1.0	eV Å⁻¹
orbital gap	0.324	hartree
2S+1	1

Okay, here come the Löwdin numbers, in e, for every atom: 0.090 -0.402 0.131 -0.569 0.050 -0.187 -0.495 1.162 -0.162 -0.245 -0.040 -0.083 -0.095 -0.083 -0.062 0.106 0.102 0.100 0.102 0.113 0.117 0.122 0.112 0.165 -0.280 -0.185 -0.178 0.125 0.124 -0.141 0.114 0.119 -0.114 0.116 0.120 0.131



no.,HOMO energy (eV)
1,-10.5
2,-7.7
3,-14.8
4,-8.2